No. 1
A molecular structure, C26H18Cl2N5O4PbS2 at a distorted geometry, computed with ωB97M-V/def2-TZVPD.

Cartesian coordinates (Å):
Pb -0.4479 -0.2116 1.6300
O 3.1851 2.8166 1.8695
C 2.0294 2.1241 1.8093
O 1.8095 1.0295 2.2067
C 0.9239 2.9643 1.3167
C 0.9936 4.3389 1.0047
C -0.1642 4.9020 0.5480
C -1.2964 4.1695 0.4514
C -1.2308 2.8102 0.6668
N -0.1695 2.2379 1.1133
C -2.4076 1.8304 0.3414
O -3.4654 2.3688 0.0820
O -2.0911 0.5899 0.3325
H 3.8607 2.1709 2.2167
H 1.8268 4.9548 1.2348
H -0.0919 5.9731 0.4179
H -2.2184 4.6634 0.1496
Cl -4.2305 -0.8750 2.3968
C -4.3447 0.4235 3.4987
C -5.4670 0.6772 4.1499
C -5.6122 1.7587 5.0352
C -4.5888 2.4685 5.5183
C -3.3141 2.1775 4.9735
Cl -1.9775 2.9952 5.5482
C -3.0927 1.2411 3.8766
N -1.9517 1.0143 3.3599
H -6.3561 0.0802 3.9256
H -6.5877 1.8596 5.4917
H -4.7234 3.3205 6.2166
S 2.2244 -1.5680 -4.8200
C 1.6960 -1.1234 -3.2198
C 2.2316 -1.6299 -2.0855
C 1.6754 -1.2960 -0.8727
N 0.6669 -0.4194 -0.7149
C 0.1839 0.1778 -1.8265
C 0.6236 -0.2254 -3.0793
C 3.7159 -2.3709 -4.5032
C 3.8626 -3.7410 -4.5375
C 5.1285 -4.2740 -4.3402
N 6.2215 -3.5682 -4.1421
C 6.0664 -2.2054 -4.2558
C 4.8591 -1.5890 -4.3620
H 3.1015 -2.3148 -2.0724
H 1.9873 -1.6569 0.0980
H -0.6150 0.9047 -1.6638
H 0.1389 0.2314 -3.9541
H 2.9803 -4.4166 -4.6230
H 5.3264 -5.3430 -4.2726
H 7.0568 -1.6556 -4.2988
H 4.7475 -0.5619 -4.4445
S -2.0521 -3.8052 -1.8925
C -1.4557 -4.6639 -0.5283
C -1.2891 -3.7983 0.5050
N -1.5488 -2.5275 0.1954
C -1.9140 -2.3480 -1.0552
H -1.1674 -5.6643 -0.6721
H -1.1428 -4.0159 1.5241
H -2.1085 -1.4059 -1.4682

Calculated values
- Gap between HOMO and LUMO (spin up / spin down): 6.6 / 6.4 eV
- LUMO (spin up / spin down): -4.770 / -4.748 eV
- Net charge: +1
- Relative energy (zero: lowest compared OMol25 entry of this formula, charge and spin): 17.4 kcal/mol

Per-atom natural (NBO) charges, elementary charge units: 1.481, -0.647, 0.791, -0.599, 0.059, -0.173, -0.164, -0.180, 0.117, -0.473, 0.761, -0.611, -0.850, 0.509, 0.245, 0.235, 0.261, 0.115, 0.057, -0.298, -0.044, -0.287, 0.084, 0.145, -0.032, -0.386, 0.247, 0.238, 0.257, 0.377, -0.125, -0.285, 0.070, -0.536, 0.044, -0.256, -0.192, -0.249, 0.040, -0.380, 0.035, -0.264, 0.248, 0.205, 0.226, 0.239, 0.238, 0.208, 0.215, 0.228, 0.489, -0.437, -0.054, -0.484, -0.164, 0.248, 0.217, 0.238


No. 2
A molecular structure, C26H18Cl2N5O8Ti at a distorted geometry, computed with ωB97M-V/def2-TZVPD.

Cartesian coordinates (Å):
Ti 0.2456 0.2389 -0.3917
Cl 5.8608 -4.0185 -0.7419
C 4.6255 -2.9248 -0.1735
C 3.6627 -2.4782 -1.0765
C 2.6731 -1.6175 -0.6482
N 1.7387 -0.9234 -1.4103
C 1.6613 -0.9412 -2.7325
O 2.1371 -1.7166 -3.5550
C 0.9545 0.3163 -3.1852
C 0.8499 0.6713 -4.5110
C 0.3937 1.9395 -4.8361
C 0.0826 2.8205 -3.8175
C 0.1792 2.3783 -2.5110
N 0.5791 1.1430 -2.2051
C 2.6075 -1.2260 0.7022
C 3.5964 -1.6397 1.5828
C 4.6000 -2.4941 1.1384
Cl 5.8132 -3.0035 2.2799
N 1.5655 -0.3763 0.9530
C 1.4789 0.4482 2.1017
O 2.3799 1.5176 2.1620
C 1.0708 -0.2306 3.3778
C 1.5769 0.2169 4.5887
C 1.1956 -0.4419 5.7456
C 0.3128 -1.5019 5.6483
C -0.1342 -1.8718 4.3843
N 0.2503 -1.2688 3.2686
H 3.6901 -2.7886 -2.1102
H 1.1676 -0.0533 -5.2488
H 0.3029 2.2495 -5.8698
H -0.2328 3.8339 -4.0228
H -0.0590 3.0110 -1.6681
H 3.5841 -1.3090 2.6129
H 2.2495 1.0647 4.6076
H 1.5799 -0.1286 6.7086
H -0.0156 -2.0441 6.5254
H -0.8313 -2.6931 4.2556
O -2.5953 0.0471 2.6380
C -2.2746 0.1993 1.4813
O -1.0551 0.2848 1.0313
C -3.3150 0.4268 0.3902
C -3.0227 1.7927 -0.2651
C -4.2102 2.2548 -1.1066
C -4.1524 1.2464 -2.2829
C -2.8670 0.4719 -1.9575
O -2.0579 1.4566 -1.2784
C -3.1429 -0.5359 -0.8356
C -1.9784 -1.5018 -0.6094
O -2.1475 -2.5193 0.0115
O -0.8345 -1.1197 -1.1486
H -4.3048 0.3855 0.8360
H -2.6065 2.5326 0.4126
H -5.1479 2.2279 -0.5528
H -4.0385 3.2731 -1.4550
H -5.0136 0.5779 -2.3005
H -4.0879 1.7486 -3.2478
H -2.3250 0.0767 -2.8109
H -4.0322 -1.1381 -1.0091
O 0.8597 1.8886 0.3746
N 0.9573 1.7658 1.7563

Calculated values
- Gap between HOMO and LUMO: 6.4 eV
- LUMO: 1.935 eV
- Net charge: -1
- Relative energy (zero: lowest compared OMol25 entry of this formula, charge and spin): 31.6 kcal/mol

Per-atom natural (NBO) charges, elementary charge units: 1.660, -0.025, -0.101, -0.240, 0.118, -0.620, 0.635, -0.643, 0.190, -0.234, -0.144, -0.263, 0.111, -0.472, 0.270, -0.313, -0.048, -0.021, -0.633, 0.437, -0.410, 0.164, -0.238, -0.181, -0.265, 0.055, -0.367, 0.255, 0.250, 0.215, 0.220, 0.239, 0.228, 0.233, 0.205, 0.208, 0.193, -0.616, 0.824, -0.743, -0.331, 0.089, -0.425, -0.421, 0.091, -0.535, -0.355, 0.829, -0.588, -0.746, 0.228, 0.225, 0.211, 0.208, 0.207, 0.208, 0.220, 0.234, -0.616, 0.138


No. 3
A molecular structure, C26H18ClN3NiO6, computed with ωB97M-V/def2-TZVPD.

Cartesian coordinates (Å):
Ni 0.0994 0.2523 -1.0093
O -2.7686 4.5697 4.1876
C -1.6285 3.8990 4.5000
O -1.2005 3.9696 5.6186
C -1.0013 3.0768 3.4320
C 0.2136 2.4594 3.7260
C 0.8713 1.6747 2.8061
C 0.3412 1.4752 1.5130
C -0.8917 2.0890 1.2259
C -1.5387 2.8668 2.1630
N 0.9715 0.7072 0.5681
C 2.2336 0.1262 0.7258
C 2.7164 -1.0056 -0.9519
C 3.8400 -1.7510 -1.5570
C 3.6830 -2.4804 -2.6944
C 2.4500 -2.4602 -3.3567
C 1.4174 -1.6278 -2.8584
N 1.5272 -0.9194 -1.7817
H -2.9737 4.4521 3.2588
H 0.6337 2.6041 4.7122
H 1.7934 1.2029 3.1053
H -1.3493 1.9592 0.2574
H -2.4860 3.3004 1.8593
H 2.7524 0.4978 1.6057
H 4.7807 -1.7095 -1.0254
H 4.5048 -3.0559 -3.0985
H 2.2773 -3.0306 -4.2567
H 0.4784 -1.5596 -3.3990
Cl 1.0474 -5.7375 2.9483
C 0.5536 -4.3470 2.0242
C -0.7869 -4.1509 1.7310
C -1.1503 -3.0454 0.9929
C -0.2046 -2.1222 0.5156
O -0.7348 -1.1579 -0.2567
C 1.1571 -2.3155 0.8318
C 2.2959 -1.4039 0.5000
O 3.0768 0.2936 -0.4747
C 1.4967 -3.4413 1.5919
H -1.5320 -4.8527 2.0784
H -2.1897 -2.8685 0.7546
H 3.1919 -1.7882 0.9869
H 2.5346 -3.6040 1.8515
O 0.0693 3.4469 -3.2616
C -0.1650 2.4444 -2.6238
O 0.6889 1.7918 -1.8874
C -1.5398 1.8040 -2.6810
C -2.6159 2.3481 -3.3579
C -3.8210 1.6655 -3.3144
C -3.9121 0.4723 -2.6080
C -2.7883 -0.0084 -1.9577
N -1.6379 0.6597 -2.0047
H -2.4800 3.2798 -3.8881
H -4.6887 2.0587 -3.8275
H -4.8389 -0.0808 -2.5586
H -2.7737 -0.9229 -1.3805

Calculated values
- <S²>: 2.061
- Gap between HOMO and LUMO (spin up / spin down): 6.1 / 5.5 eV
- Spin multiplicity: 3
- LUMO (spin up / spin down): -1.703 / -2.291 eV
- Net charge: 0
- Relative energy (zero: lowest compared OMol25 entry of this formula, charge and spin): 101.5 kcal/mol

Per-atom natural (NBO) charges, elementary charge units: 1.481, -0.671, 0.778, -0.575, -0.248, -0.123, -0.278, 0.205, -0.228, -0.173, -0.611, 0.250, 0.314, -0.101, -0.227, -0.190, 0.092, -0.464, 0.475, 0.240, 0.207, 0.188, 0.191, 0.199, 0.226, 0.231, 0.225, 0.207, -0.009, -0.075, -0.201, -0.251, 0.326, -0.727, -0.066, -0.258, -0.503, -0.203, 0.229, 0.219, 0.229, 0.217, -0.588, 0.735, -0.707, 0.115, -0.207, -0.140, -0.247, 0.072, -0.538, 0.257, 0.229, 0.233, 0.237


No. 4
A molecular structure, C26H18CsF6N2OS3Sb at a distorted geometry, computed with ωB97M-V/def2-TZVPD.

Cartesian coordinates (Å):
Cs 0.9184 -1.9616 2.2003
S 0.5150 1.2162 2.6258
C -1.1841 1.3009 2.8034
C -1.6579 2.2719 3.7818
N -2.0217 3.0398 4.5603
C -2.1323 0.6112 2.0936
S -1.8086 -0.6045 0.8562
C -3.5255 0.8993 2.3010
N -4.6518 1.1276 2.4195
C 4.2942 -3.6049 4.6474
C 2.9851 -4.2643 4.1632
O 2.0712 -3.4096 3.6923
C 2.4104 -5.0606 5.3778
F 3.2718 -5.9467 5.9421
F 2.0709 -4.2043 6.3599
F 1.3054 -5.7571 5.0694
C 3.3777 -5.2758 3.0476
F 2.3173 -5.9015 2.5170
F 3.9788 -4.6128 2.0376
F 4.2449 -6.2443 3.4299
H 4.0489 -2.9364 5.4726
H 4.6900 -3.0084 3.8258
H 5.0448 -4.3297 4.9714
S 1.5158 -0.9692 -0.8755
Sb -0.2619 0.4545 -1.0884
C 0.4833 1.4919 -2.9179
C -0.3593 2.4140 -3.5485
C 0.0095 3.0454 -4.7305
C 1.2460 2.7688 -5.3084
C 2.0962 1.8580 -4.6963
C 1.7119 1.2235 -3.5141
C -1.8131 -0.3395 -2.3475
C -3.1605 -0.0189 -2.2171
C -4.0923 -0.5275 -3.1155
C -3.6860 -1.3847 -4.1323
C -2.3442 -1.7272 -4.2513
C -1.4102 -1.1979 -3.3669
C -0.6966 2.4082 -0.3254
C -1.9523 2.8184 0.0932
C -2.1417 4.1215 0.5512
C -1.0764 5.0067 0.5896
C 0.1850 4.5961 0.1645
C 0.3743 3.3009 -0.2901
H -1.3228 2.6519 -3.1049
H -0.6622 3.7560 -5.2011
H 1.5403 3.2600 -6.2296
H 3.0621 1.6379 -5.1404
H 2.3704 0.5015 -3.0397
H -3.4967 0.6015 -1.3951
H -5.1402 -0.2701 -3.0065
H -4.4157 -1.7942 -4.8212
H -2.0226 -2.4050 -5.0345
H -0.3586 -1.4529 -3.4654
H -2.7874 2.1284 0.1011
H -3.1199 4.4249 0.9057
H -1.2214 6.0118 0.9694
H 1.0239 5.2807 0.2047
H 1.3599 2.9801 -0.6117

Calculated values
- Gap between HOMO and LUMO: 5.8 eV
- LUMO: 3.898 eV
- Net charge: -2
- Relative energy (zero: lowest compared OMol25 entry of this formula, charge and spin): 19.3 kcal/mol

Per-atom Löwdin charges, elementary charge units: 1.024, 0.428, -0.831, -0.304, 0.127, -0.764, 0.453, -0.336, 0.120, 0.000, -0.552, -0.604, -0.551, 0.109, 0.130, 0.139, -0.555, 0.141, 0.127, 0.116, 0.088, 0.087, 0.081, -0.155, 1.005, -0.334, -0.129, -0.111, -0.129, -0.114, -0.147, -0.362, -0.133, -0.099, -0.116, -0.102, -0.125, -0.365, -0.134, -0.081, -0.098, -0.092, -0.144, 0.096, 0.088, 0.083, 0.087, 0.037, 0.078, 0.094, 0.087, 0.092, 0.087, 0.073, 0.102, 0.092, 0.094, 0.106